No. 1
{
  "formula": "C17H21LiN2O4",
  "method": "ωB97M-V/def2-TZVPD",
  "lumo_energy_ev": -0.77,
  "total_charge": 0,
  "elements": ["C", "C", "C", "O", "C", "N", "N", "C", "O", "O", "C", "C", "C", "O", "H", "H", "H", "H", "H", "H", "H", "H", "H", "H", "H", "H", "H", "H", "C", "Li", "C", "C", "C", "C", "C", "C", "C", "C", "H", "H", "H", "H", "H", "H", "H"],
  "coordinates": [[5.337, 0.898, -2.075], [4.439, 1.905, -1.382], [5.213, 3.082, -0.873], [3.643, 1.167, -0.349], [2.668, 1.871, 0.219], [1.700, 0.931, 0.884], [1.469, 1.213, 2.096], [1.143, 0.171, 3.122], [0.114, -0.463, 3.166], [2.152, 0.069, 3.985], [1.939, -0.860, 5.117], [2.943, -0.448, 6.178], [2.037, -2.299, 4.717], [2.510, 3.075, 0.159], [5.805, 1.360, -2.955], [6.155, 0.550, -1.431], [4.785, 0.028, -2.441], [3.705, 2.269, -2.112], [5.693, 3.579, -1.729], [4.536, 3.802, -0.405], [6.010, 2.784, -0.175], [0.925, -0.671, 5.480], [2.820, -1.022, 7.103], [3.970, -0.604, 5.827], [2.826, 0.607, 6.443], [1.875, -2.934, 5.592], [1.263, -2.553, 3.991], [3.022, -2.548, 4.309], [-1.837, 3.083, -0.782], [-1.106, 6.691, 1.334], [-1.297, 2.241, 0.225], [-0.304, 2.985, 0.905], [-0.222, 4.303, 0.362], [-1.242, 4.396, -0.637], [-1.431, 5.643, -1.230], [-0.522, 6.678, -0.972], [0.586, 6.502, -0.114], [0.695, 5.326, 0.620], [-2.582, 2.850, -1.538], [-1.598, 1.233, 0.489], [0.278, 2.713, 1.769], [-2.208, 5.731, -1.992], [-0.609, 7.610, -1.541], [1.332, 7.284, 0.002], [1.528, 5.107, 1.289]]
}

No. 2
{
  "formula": "C17H21N3O3",
  "method": "ωB97M-V/def2-TZVPD",
  "smiles": "CC(=O)NCCCCc1c(C[C@@H]2CO2)ccc2nc(O)cnc12",
  "lumo_energy_ev": 0.12,
  "total_charge": 0,
  "elements": ["C", "C", "O", "N", "C", "C", "C", "C", "C", "C", "C", "C", "C", "O", "C", "C", "C", "N", "C", "O", "C", "N", "C", "H", "H", "H", "H", "H", "H", "H", "H", "H", "H", "H", "H", "H", "H", "H", "H", "H", "H", "H", "H", "H"],
  "coordinates": [[5.228, -0.692, 1.692], [3.981, 0.170, 1.465], [3.567, 0.930, 2.308], [3.311, -0.009, 0.195], [2.407, -1.185, 0.362], [1.553, -1.467, -0.891], [0.060, -1.748, -0.514], [-0.980, -1.082, -1.462], [-1.626, 0.186, -0.911], [-2.959, 0.201, -0.623], [-3.915, -0.954, -0.792], [-3.846, -1.942, 0.445], [-2.926, -1.463, 1.610], [-2.652, -2.613, 0.598], [-3.540, 1.415, -0.148], [-2.806, 2.523, 0.010], [-1.422, 2.540, -0.257], [-0.748, 3.716, -0.060], [0.506, 3.581, -0.338], [1.303, 4.682, -0.140], [1.135, 2.398, -0.827], [0.474, 1.306, -1.044], [-0.853, 1.364, -0.729], [5.489, -0.762, 2.747], [6.053, -0.240, 1.125], [5.085, -1.695, 1.273], [4.018, -0.204, -0.509], [3.003, -2.081, 0.608], [1.812, -0.979, 1.258], [1.954, -2.393, -1.327], [1.657, -0.702, -1.660], [-0.064, -2.831, -0.635], [-0.107, -1.548, 0.547], [-0.461, -0.870, -2.406], [-1.741, -1.831, -1.670], [-3.721, -1.569, -1.671], [-4.952, -0.621, -0.696], [-4.767, -2.446, 0.739], [-2.743, -2.149, 2.444], [-1.952, -1.025, 1.405], [-4.603, 1.468, 0.069], [-3.288, 3.435, 0.352], [1.871, 4.768, -0.914], [2.205, 2.417, -1.029]]
}

Taking the records one at a time from the top gives orbital gap values of 5.057, 8.717 eV.